(1)
The following is a DFT calculation (ωB97M-V with the def2-TZVPD basis set) of one molecule with the formula C20H20ClN3O2 at a distorted geometry.

**Energy relative to the best compared isomer or geometry (same formula, charge and spin)**: 82.4 kJ/mol
**Strongest force on any atom**: 0.0209 Eh/bohr
**SMILES**: CCCNC(=O)CCn1nc(-c2ccc(Cl)cc2)c2ccccc2c1=O

Positions of all 46 atoms, in Å:
C  -3.74129  -3.87622  0.93325
C  -3.53670  -3.18260  -0.40923
C  -2.52449  -2.03799  -0.33752
N  -1.18480  -2.51358  -0.08498
C  -0.13294  -2.22444  -0.87659
O  -0.22010  -1.54205  -1.87654
C  1.17599  -2.85358  -0.41004
H  1.90772  -2.74528  -1.21164
C  1.70861  -2.16893  0.85394
N  1.95048  -0.76259  0.60398
N  0.84936  -0.02217  0.52878
C  0.91098  1.23433  0.23598
C  2.16577  1.88837  -0.04481
C  2.28093  3.22306  -0.45236
C  3.52041  3.76391  -0.70766
C  4.67473  2.99403  -0.57211
C  4.58029  1.67291  -0.19910
C  3.33069  1.10822  0.06183
C  3.24116  -0.31161  0.40823
O  4.19311  -1.06369  0.52430
H  5.45209  1.04348  -0.10530
H  5.63991  3.43403  -0.77299
H  3.60049  4.79435  -1.02162
H  1.38898  3.81797  -0.57719
C  -0.37781  1.94414  0.17524
C  -0.60903  3.09846  0.91702
C  -1.83465  3.73573  0.85493
C  -2.83160  3.21516  0.04485
C  -2.61761  2.06479  -0.69875
C  -1.39125  1.43161  -0.62928
H  -1.19598  0.54296  -1.20871
H  -3.40334  1.67340  -1.32568
Cl  -4.36465  4.01222  -0.03466
H  -2.01868  4.62827  1.43235
H  0.16395  3.48978  1.56234
H  2.66397  -2.60927  1.14820
H  0.98960  -2.24694  1.67341
H  1.02654  -3.91536  -0.20896
H  -1.04264  -3.05618  0.75073
H  -2.48777  -1.51470  -1.29494
H  -2.81766  -1.32559  0.44267
H  -3.20142  -3.90843  -1.15242
H  -4.48864  -2.77120  -0.74840
H  -2.83449  -4.37990  1.26107
H  -4.52659  -4.62390  0.85407
H  -4.03162  -3.15497  1.69434

Atomic forces in eV per Å
C -0.04 0.08 -0.26
C 0.11 0.16 0.18
C -0.26 -0.03 -0.23
N -0.38 -0.22 0.31
C 0.31 -0.46 0.16
O 0.06 0.21 -0.39
C 0.07 0.29 0.01
H -0.08 -0.04 0.02
C 0.10 -0.37 -0.04
N 0.64 -0.03 0.00
N -0.81 0.71 0.05
C 0.13 -0.48 0.17
C 0.57 -0.24 -0.02
C -0.05 0.00 0.01
C -0.06 0.03 0.00
C 0.03 -0.08 0.02
C -0.02 -0.10 0.04
C -0.18 0.40 -0.09
C -0.07 -0.10 0.12
O 0.22 0.00 -0.09
H 0.07 -0.04 0.00
H 0.08 0.02 -0.02
H -0.01 0.07 -0.03
H -0.03 0.06 -0.01
C -0.28 0.10 -0.03
C -0.02 -0.15 -0.09
C -0.10 0.05 -0.02
C 0.20 -0.12 0.01
C -0.10 0.10 0.07
C 0.13 0.12 0.08
H 0.02 -0.16 -0.09
H -0.09 -0.01 -0.06
Cl -0.17 0.09 -0.01
H -0.05 0.07 0.05
H 0.07 0.05 0.05
H -0.23 0.06 0.00
H 0.12 0.04 -0.02
H 0.00 -0.03 0.00
H 0.15 0.03 -0.08
H -0.01 0.02 0.15
H -0.02 0.02 -0.09
H -0.03 0.04 -0.09
H -0.03 0.00 -0.06
H 0.08 -0.10 0.10
H -0.03 -0.11 0.09
H -0.04 0.05 0.13

***

(2)
The following is a DFT calculation (ωB97M-V with the def2-TZVPD basis set) of a 2-piece molecular cluster, CHCl5Si overall at a distorted geometry.

**<S²>**: 2.01
**Multiplicity**: 3
**Calculated total energy**: -71539.9648 eV
**Strongest force on any atom**: 0.0381 Eh/bohr

Positions of all 8 atoms, in Å:
C  -0.68657  0.72883  -0.15681
Si  0.87182  -0.07153  0.63329
Cl  -0.29274  0.98239  -1.84928
Cl  -1.13281  2.22240  0.58319
Cl  -2.09243  -0.39130  -0.14109
Cl  0.48977  -0.62799  2.50751
Cl  0.92774  -2.79703  -1.22138
H  1.91521  -0.04578  -0.35544

Atomic forces in eV per Å
C 0.35 -1.31 -0.02
Si -1.26 1.21 -0.89
Cl 0.37 0.23 -0.60
Cl -0.37 0.92 0.54
Cl -0.10 -0.06 0.30
Cl 0.30 -0.39 0.56
Cl -0.04 -0.22 -0.13
H 0.75 -0.39 0.24

***

Q: What is the strongest force on any atom in the second record?
A: 0.0381 Eh/bohr